Entry 1:
Entry from OMol25: a 2-piece molecular cluster, C4H12N2O2 overall (wB97M-V/def2-TZVPD).

The calculation puts the maximum force at 0.9 eV Å⁻¹. The calculation puts the LUMO energy at 0.030 hartree. As for the charge: 0. The relative energy (zero: lowest compared OMol25 entry of this formula, charge and spin) is 0.549 eV. As for the SMILES: C[C@H](N)CC(N)=O.O. The frontier orbital gap comes out at 0.3801 hartree. Its HOMO energy is -9.5 eV.

Structure (XYZ):
```
20
Properties=species:S:1:pos:R:3:forces:R:3:mulliken_charge:R:1
C 1.57557 -0.88000 -0.49208 -0.401 -0.733 0.292 -1.422
C 1.09675 0.55249 -0.36739 0.215 0.251 0.452 0.390
N 2.09767 1.44269 0.24825 0.213 -0.051 -0.045 -0.678
C -0.19996 0.61767 0.47974 0.458 0.102 0.119 -0.694
C -1.41596 0.36016 -0.35426 -0.135 -0.336 -0.357 0.594
N -2.29450 1.37529 -0.49295 -0.743 0.322 -0.101 -0.410
O -1.60041 -0.70612 -0.93958 0.055 0.177 0.363 -0.708
H 1.73253 -1.31507 0.50651 0.177 0.261 -0.080 0.339
H 2.50334 -0.97352 -1.05528 -0.058 0.065 -0.108 0.381
H 0.79615 -1.52381 -0.92039 0.241 0.237 -0.223 0.329
H 0.88979 0.95847 -1.35276 -0.088 0.086 -0.215 0.355
H 2.75407 1.78710 -0.44890 -0.156 -0.154 0.142 0.265
H 2.65097 0.93486 0.93882 -0.190 0.119 -0.151 0.252
H -0.13457 -0.16034 1.23930 -0.158 -0.101 0.116 0.287
H -0.23850 1.57273 1.00720 -0.058 0.012 -0.226 0.301
H -3.17954 1.18908 -0.95003 0.376 -0.077 -0.021 0.253
H -2.22391 2.25795 -0.01874 0.276 -0.142 0.131 0.199
O -1.30770 -2.63441 1.22365 0.016 0.280 -0.234 -0.674
H -1.25053 -2.05064 0.44139 -0.102 -0.281 0.129 0.335
H -2.25128 -2.80456 1.30751 0.062 -0.039 0.015 0.307
```
Positions in Å, forces in eV/Å.


Entry 2:
Entry from OMol25: a 2-piece molecular cluster, C4H12N2O2 overall in a non-equilibrium geometry (wB97M-V/def2-TZVPD).

The calculation puts the maximum force at 5.4 eV Å⁻¹. The calculation puts the LUMO energy at 0.025 hartree. As for the charge: 0. The relative energy (zero: lowest compared OMol25 entry of this formula, charge and spin) is 2.797 eV. As for the SMILES: CCNC(=O)CN.O. The frontier orbital gap comes out at 0.3752 hartree. Its HOMO energy is -9.5 eV.

Structure (XYZ):
```
20
Properties=species:S:1:pos:R:3:forces:R:3:mulliken_charge:R:1
C 0.60918 -1.96945 1.03709 1.223 1.252 -0.024 -0.374
C 1.44911 -0.65397 1.40843 -0.211 -1.744 -4.296 -0.590
N 1.27018 0.40045 0.33699 -0.517 -0.376 0.953 -0.255
C 0.23327 1.32800 -0.02396 3.022 -1.080 1.719 0.443
O 0.61642 2.23884 -0.73572 -1.888 -0.177 0.330 -0.632
C -1.12151 0.91981 0.57808 0.879 -1.171 -2.206 -0.046
N -2.20678 1.48593 -0.18657 2.989 0.124 -2.476 -0.638
H 1.40636 -2.76179 0.98307 -1.391 0.226 0.395 0.353
H -0.22836 -2.13793 1.76314 0.785 -0.251 -0.983 0.253
H 0.29310 -1.78457 -0.03111 -0.082 -0.452 1.442 -0.241
H 2.50680 -0.99687 1.37512 -0.517 0.624 -0.459 0.339
H 1.39087 -0.25374 2.33554 -1.068 1.062 3.111 0.408
H 2.16436 0.78642 0.16182 0.588 0.692 -0.670 0.221
H -1.07334 -0.14170 0.23481 -0.286 0.286 1.022 0.006
H -1.21190 0.95598 1.67859 0.406 0.229 -0.486 0.303
H -1.96479 2.41740 -0.49791 0.476 0.098 -0.428 0.216
H -2.88237 1.66891 0.41555 -4.363 0.663 3.191 0.248
O -0.64124 -2.72708 -2.21115 -0.437 -1.107 -0.598 -0.656
H 0.24161 -2.95185 -1.91397 0.015 0.551 0.172 0.318
H -0.90783 -1.84533 -1.98044 0.375 0.553 0.292 0.322
```
Positions in Å, forces in eV/Å.


Entry 3:
Entry from OMol25: a 2-piece molecular cluster, C4H12N2O2 overall in a non-equilibrium geometry (wB97M-V/def2-TZVPD).

The calculation puts the maximum force at 1.5 eV Å⁻¹. The calculation puts the LUMO energy at 0.032 hartree. As for the charge: 0. The relative energy (zero: lowest compared OMol25 entry of this formula, charge and spin) is 1.063 eV. As for the SMILES: CC(N)=O.NCCO. The frontier orbital gap comes out at 0.3744 hartree. Its HOMO energy is -9.3 eV.

Structure (XYZ):
```
20
Properties=species:S:1:pos:R:3:forces:R:3:mulliken_charge:R:1
C -0.05931 -1.86774 -2.65975 -0.345 -0.082 0.153 -1.099
C -0.01065 -1.48462 -1.18218 1.033 -0.412 -1.053 0.646
N 1.24063 -1.60561 -0.63963 -0.716 -0.080 -0.400 -0.377
O -0.98222 -1.11543 -0.57725 -0.692 0.289 0.566 -0.572
H 0.05218 -0.98388 -3.28562 0.010 0.148 0.075 0.258
H -1.03490 -2.30044 -2.87471 0.042 -0.003 -0.004 0.306
H 0.72121 -2.57320 -2.93349 0.042 -0.078 0.023 0.353
H 1.98947 -1.68230 -1.29668 0.356 -0.031 0.056 0.206
H 1.38217 -1.12670 0.22770 0.174 0.306 0.515 0.346
N -1.13677 2.86016 0.71168 0.003 -0.543 0.350 -0.639
C 0.04744 1.99790 0.73226 -0.330 0.315 -0.147 -0.229
C -0.10685 0.99005 1.84895 0.250 0.330 -0.091 -0.491
O 0.99079 0.07541 1.76316 -0.065 0.179 0.208 -0.546
H -1.94074 2.33571 0.40622 -0.241 -0.120 -0.082 0.219
H -1.02382 3.62174 0.07566 0.121 0.420 -0.355 0.223
H 0.88923 2.66960 0.90060 0.247 -0.281 0.147 0.356
H 0.23074 1.44424 -0.19564 -0.049 0.046 -0.069 0.133
H -1.05420 0.45429 1.75186 -0.007 0.004 -0.110 0.246
H -0.09593 1.52537 2.80282 0.000 -0.108 0.044 0.378
H 0.94995 -0.44995 2.56116 0.168 -0.299 0.175 0.285
```
Positions in Å, forces in eV/Å.


Entry 4:
Entry from OMol25: an isolated ion of composition C4H12N2O2 and charge +3 in a non-equilibrium geometry (wB97M-V/def2-TZVPD).

The calculation puts the maximum force at 8.2 eV Å⁻¹. The calculation puts the LUMO energy (alpha / beta) at -0.495 / -0.712 hartree. As for the charge: +3. The expectation value of S² is 0.76. The relative energy (zero: lowest compared OMol25 entry of this formula, charge and spin) is 2.641 eV. Its spin multiplicity is 2. The frontier orbital gap (alpha / beta) comes out at 0.4237 / 0.2047 hartree. Its HOMO energy (alpha / beta) is -25.0 / -25.0 eV.

Structure (XYZ):
```
20
Properties=species:S:1:pos:R:3:forces:R:3:mulliken_charge:R:1
O 0.87405 2.59869 -0.90715 2.401 4.679 -0.017 0.031
C 0.23704 1.63877 -0.87862 -2.561 -7.362 -2.691 0.531
O 0.18424 0.71424 -1.87076 -0.944 0.343 4.236 -0.230
C -0.51098 0.98715 0.30884 -0.707 0.402 3.507 -0.288
C -0.07120 -0.39853 0.68366 2.969 0.507 -1.582 -0.944
C -0.59226 -1.43890 -0.24955 -3.140 -2.489 -0.711 -0.535
N 0.57189 -2.33912 -0.56625 4.172 -4.109 -1.411 -0.555
N -0.28924 1.93046 1.49431 0.785 3.907 -3.702 -0.362
H 0.34808 0.94954 -2.74565 1.060 1.510 -3.362 0.389
H -1.57800 0.90537 0.10729 -0.233 0.775 -0.590 0.512
H -0.09214 -0.72424 1.69029 -1.153 0.412 1.638 0.590
H 1.06162 -0.33955 0.66094 -0.622 -0.302 -0.416 0.498
H -1.30181 -0.97971 -1.12087 2.478 -1.618 1.502 0.430
H -1.30957 -2.22277 0.23823 0.958 1.850 -0.451 0.356
H 0.64550 -3.00237 -1.48112 -1.093 2.008 1.943 0.441
H 1.54399 -1.89832 -0.57783 -1.554 0.104 -0.397 0.415
H 0.86456 -3.14371 0.18057 -1.764 2.077 -1.333 0.474
H -0.13571 1.59302 2.42638 -0.300 -0.664 0.977 0.349
H 0.61754 2.49392 1.19761 -1.902 -0.963 1.766 0.450
H -1.06759 2.67607 1.40966 1.151 -1.069 1.094 0.449
```
Positions in Å, forces in eV/Å.


Entry 5:
Entry from OMol25: one molecule with the formula C4H12N2O2S in a non-equilibrium geometry (wB97M-V/def2-TZVPD).

The calculation puts the maximum force at 4.7 eV Å⁻¹. The calculation puts the LUMO energy at 0.027 hartree. As for the charge: 0. The relative energy (zero: lowest compared OMol25 entry of this formula, charge and spin) is 3.101 eV. The frontier orbital gap comes out at 0.3756 hartree. Its HOMO energy is -9.5 eV.

Structure (XYZ):
```
21
Properties=species:S:1:pos:R:3:forces:R:3:mulliken_charge:R:1
C 2.24227 -1.27160 -0.47958 0.941 -0.530 2.401 -1.320
C 0.67794 -1.06373 -0.49266 2.375 -0.212 -1.765 -0.256
C 0.21921 0.36419 -0.57553 -0.370 1.162 -0.705 -0.571
C -1.20332 0.62074 -0.09699 -0.194 -1.494 3.550 0.248
N -1.70934 1.82956 -0.53893 2.145 1.415 0.560 -0.561
N -1.21667 0.72233 1.66948 -1.148 0.342 -3.470 -0.801
O -2.59302 -1.40623 1.11385 -0.223 -2.770 -3.748 -0.439
O -3.77538 -0.13240 -0.72858 0.752 0.250 0.153 -0.591
S -2.50393 -0.79955 -0.41449 -0.057 0.044 0.810 0.609
H 2.75528 -0.92600 0.50343 -1.203 -0.213 -1.265 0.302
H 2.49626 -2.38848 -0.43072 -0.413 1.528 -0.666 0.320
H 2.84666 -0.72862 -1.23456 -0.788 -0.567 -0.052 0.335
H 0.37261 -1.59824 -1.45850 -0.212 0.519 1.691 0.250
H 0.24660 -1.44511 0.38869 -0.404 -1.344 0.911 0.400
H 0.80608 1.21170 -0.11979 -0.002 -1.207 -0.142 0.280
H 0.23298 0.57014 -1.63822 -0.181 0.627 -0.321 0.334
H -2.66736 1.87177 -0.61875 -2.866 -0.426 -0.334 0.299
H -1.48661 2.55785 0.14877 0.143 -0.072 -0.681 0.291
H -0.51557 0.23320 2.16549 1.156 -1.282 0.142 0.207
H -0.84189 1.64007 1.63991 0.154 1.230 0.600 0.262
H -2.49310 -0.82550 1.80875 0.394 2.996 2.329 0.401
```
Positions in Å, forces in eV/Å.


Entry 6:
Entry from OMol25: a 2-piece molecular cluster, C4H12N2O2Si overall in a non-equilibrium geometry (wB97M-V/def2-TZVPD).

The calculation puts the maximum force at 3.7 eV Å⁻¹. The calculation puts the LUMO energy (alpha / beta) at -0.063 / -0.008 hartree. As for the charge: 0. The relative energy (zero: lowest compared OMol25 entry of this formula, charge and spin) is 10.094 eV. The frontier orbital gap (alpha / beta) comes out at 0.2521 / 0.3692 hartree. Its HOMO energy (alpha / beta) is -8.6 / -10.3 eV.

Structure (XYZ):
```
21
Properties=species:S:1:pos:R:3:forces:R:3:mulliken_charge:R:1
C -0.84621 -1.10512 -1.47048 -1.966 -0.800 2.909 -1.016
C -2.87320 0.86506 0.05806 2.635 1.562 -1.524 -1.130
C -0.37607 -0.78078 1.60747 -3.528 1.052 -0.513 -0.966
C 0.09086 1.53117 -0.31701 0.637 0.210 0.886 -1.042
N 3.24441 0.67833 -0.08952 1.003 2.962 -0.464 -0.221
N 2.39441 -0.14672 -0.21228 -1.483 0.730 -0.177 0.643
O 2.21350 -1.32140 -0.10368 0.502 -1.917 0.097 -0.521
O 4.56502 0.27618 0.17047 -0.981 -0.913 0.193 -0.335
Si -1.03074 0.10528 0.02422 -0.243 0.011 -0.160 0.519
H -1.89190 -1.65079 -1.43796 2.300 0.749 -0.818 0.225
H -0.56443 -0.56465 -2.31685 -0.464 0.923 -1.768 0.363
H 0.01689 -1.74845 -1.31480 -0.345 -0.533 0.331 0.318
H -3.38896 0.46805 0.88218 -0.962 -0.293 1.065 0.355
H -2.70304 2.02884 0.14569 -0.688 -2.331 -0.127 0.272
H -3.36422 0.60421 -0.91069 0.258 0.359 0.820 0.294
H -1.05265 -1.61084 1.83073 0.244 -0.146 -0.016 0.286
H 0.56258 -1.10262 1.38430 2.517 -1.198 -0.548 0.298
H -0.33034 -0.17380 2.48698 -0.078 0.619 0.497 0.341
H 0.36331 1.96696 -1.22348 -0.121 -0.163 -2.417 0.518
H 0.58170 2.28358 0.27655 -0.149 -0.264 1.522 0.479
H 4.38908 -0.60248 0.53010 0.911 -0.623 0.213 0.319
```
Positions in Å, forces in eV/Å.


Entry 7:
Entry from OMol25: a 2-piece molecular cluster, C4H12N2O3 overall in a non-equilibrium geometry (wB97M-V/def2-TZVPD).

The calculation puts the maximum force at 3.2 eV Å⁻¹. The calculation puts the LUMO energy at 0.029 hartree. As for the charge: 0. The relative energy (zero: lowest compared OMol25 entry of this formula, charge and spin) is 3.111 eV. As for the SMILES: NC(=O)CO.CCON. The frontier orbital gap comes out at 0.3674 hartree. Its HOMO energy is -9.2 eV.

Structure (XYZ):
```
21
Properties=species:S:1:pos:R:3:forces:R:3:mulliken_charge:R:1
N -2.15583 -1.14410 0.00800 -0.173 -0.314 0.166 -0.325
C -1.48449 -0.23729 -0.71415 -0.164 0.966 -0.278 0.568
O -1.72055 0.97305 -0.67683 -0.599 -1.263 -0.336 -0.769
C -0.43452 -0.83429 -1.64515 -0.142 0.052 -0.159 -0.348
O 0.04153 -2.08340 -1.21393 0.045 -0.149 0.052 -0.645
H -1.92592 -2.11944 -0.10089 -0.030 0.101 0.063 0.237
H -2.86735 -0.84278 0.65227 0.045 0.006 -0.083 0.250
H -0.91550 -0.99363 -2.61965 0.082 0.123 0.148 0.381
H 0.36563 -0.10003 -1.78795 -0.103 0.026 0.082 0.174
H 0.50803 -1.93552 -0.36526 0.046 0.015 -0.025 0.542
C 0.68495 2.31025 0.07660 -3.133 -0.502 -0.603 -0.896
C 1.38892 1.16516 0.68287 -0.587 -2.677 1.224 -0.381
O 0.34508 0.10839 1.20153 0.989 1.775 -0.445 -0.201
N 0.89908 -1.20291 1.35015 0.613 0.151 -0.289 -0.628
H 0.29411 2.98991 0.83473 0.375 0.205 0.036 0.345
H 1.29293 2.83520 -0.65196 0.063 0.037 -0.045 0.295
H -0.33650 1.89108 -0.40311 2.653 1.084 0.594 0.227
H 2.00032 0.60142 -0.02469 0.088 0.100 -0.008 0.346
H 1.96340 1.41806 1.57821 0.149 -0.078 -0.132 0.362
H 0.25387 -1.67017 1.98764 0.149 0.282 -0.001 0.209
H 1.80282 -1.12898 1.83159 -0.365 0.059 0.039 0.257
```
Positions in Å, forces in eV/Å.


Entry 8:
Entry from OMol25: an isolated ion of composition C4H12N2S and charge -1 (wB97M-V/def2-TZVPD).

The calculation puts the maximum force at 0.4 eV Å⁻¹. The calculation puts the LUMO energy (alpha / beta) at 0.120 / 0.125 hartree. As for the charge: -1. The expectation value of S² is 0.75. The relative energy (zero: lowest compared OMol25 entry of this formula, charge and spin) is 0.652 eV. Its spin multiplicity is 2. The frontier orbital gap (alpha / beta) comes out at 0.0723 / 0.3222 hartree. Its HOMO energy (alpha / beta) is 1.3 / -5.4 eV.

Structure (XYZ):
```
19
Properties=species:S:1:pos:R:3:forces:R:3:mulliken_charge:R:1
C 1.06768 -0.79491 -1.79546 -0.082 0.003 0.098 -1.940
N 0.89327 0.52406 -1.19447 0.275 -0.145 -0.273 -0.047
C 0.12889 0.51935 0.04306 0.005 0.140 0.290 -0.389
C 0.93330 -0.21519 1.11358 0.054 0.272 0.173 -0.985
S 0.34477 0.16139 2.81651 0.017 -0.031 -0.166 -0.011
C -1.29381 -0.03206 -0.10685 0.162 -0.160 0.214 -1.285
N -2.20213 0.59749 0.83209 -0.149 0.196 0.257 0.227
H 0.12747 -1.34972 -1.91429 0.011 -0.065 0.074 0.432
H 1.75363 -1.39183 -1.18707 -0.046 -0.018 -0.121 0.264
H 1.50259 -0.67922 -2.78756 0.099 0.017 -0.040 1.013
H 0.40968 1.10494 -1.87454 -0.091 0.080 0.110 0.604
H 0.06394 1.56557 0.37199 -0.057 -0.115 -0.128 -0.199
H 1.96778 0.12943 1.05405 -0.049 -0.098 -0.015 0.472
H 0.89749 -1.29026 0.95097 0.008 0.012 0.030 0.312
H 1.58222 0.25622 3.33031 0.007 -0.048 0.050 0.139
H -1.57119 0.04560 -1.16061 -0.249 0.166 -0.180 -0.694
H -1.29627 -1.09837 0.12269 0.044 -0.150 -0.189 -0.147
H -3.16523 0.33842 0.62675 0.122 -0.021 -0.052 0.724
H -2.14407 1.60908 0.75886 -0.082 -0.033 -0.131 0.511
```
Positions in Å, forces in eV/Å.